The following is a DFT calculation (the ωB97M-V functional and the def2-TZVPD basis) of 7 unconnected molecules or ions with the total composition C16H29Cl18OP2 at a distorted geometry.

## Properties
HOMO-LUMO gap = 9.24 eV
LUMO level = -3.172 eV
Charge = +1

Each line ends with the Mulliken charge.
Cartesian coordinates (Å):
C1 3.5348 -2.9201 -2.0511  -1.17
C2 3.9989 -1.6292 -2.7357  -0.35
C3 4.1882 -0.4833 -1.7157  -1.02
C4 3.6854 0.8884 -2.1607  -0.49
C5 2.3095 0.9231 -2.8415  -1.13
P1 0.9929 0.0586 -1.9402  1.10
C6 -0.0130 1.2640 -1.0168  -0.70
C7 -0.0996 0.8054 0.4377  -0.30
O1 0.8785 0.9463 1.1752  -0.41
P2 -0.1620 -1.0613 -3.4278  -0.04
C8 -1.9539 -0.7309 -3.1762  -0.94
C9 0.0345 -2.8246 -2.9214  -0.58
C10 -0.3760 -3.0709 -1.4588  -0.73
H1 3.1534 -3.6547 -2.7502  0.33
H2 2.7947 -2.7106 -1.2853  0.17
H3 4.3864 -3.3314 -1.5209  0.40
H4 3.3500 -1.3615 -3.5677  0.39
H5 4.9709 -1.8637 -3.1559  0.43
H6 3.8076 -0.7750 -0.7393  0.48
H7 5.2581 -0.3656 -1.5706  0.51
H8 3.6473 1.5377 -1.2888  0.30
H9 4.4012 1.3051 -2.8576  0.17
H10 2.3769 0.4500 -3.8137  0.58
H11 1.9845 1.9511 -2.9700  0.51
H12 1.5104 -0.8031 -0.9662  -0.34
H13 0.4787 2.2301 -1.0690  0.55
H14 -1.0044 1.3761 -1.4445  0.49
H15 -1.0358 0.3618 0.8047  0.37
H16 -2.4414 -1.6887 -3.0110  0.42
H17 -2.2005 -0.1125 -2.3206  0.16
H18 -2.3726 -0.3106 -4.0804  0.40
H19 -0.6739 -3.3462 -3.5620  0.50
H20 1.0257 -3.1747 -3.1830  0.27
H21 -1.3945 -2.7120 -1.3428  0.32
H22 0.2276 -2.5410 -0.7251  -0.12
H23 -0.3300 -4.1297 -1.2283  0.41
C11 4.3471 3.7275 -5.2490  0.10
Cl1 5.5633 3.9078 -3.9846  -0.12
Cl2 4.8444 4.5304 -6.7283  -0.10
Cl3 4.0121 2.0117 -5.5488  -0.11
H24 3.4326 4.1902 -4.9036  0.26
C12 1.1743 1.0970 4.5439  0.36
Cl4 2.0761 2.1667 5.6126  -0.12
Cl5 1.4619 -0.5957 4.9553  -0.13
Cl6 -0.5525 1.4634 4.5966  -0.09
H25 1.5172 1.2576 3.5308  0.01
C13 -4.4673 1.1789 1.6037  0.38
Cl7 -3.1672 1.4580 2.7563  -0.03
Cl8 -3.9483 1.6181 -0.0355  -0.15
Cl9 -5.0006 -0.4973 1.6563  -0.12
H26 -5.3051 1.8105 1.8693  -0.08
C14 -7.9283 2.8597 3.8698  -0.01
Cl10 -6.3251 3.5812 4.0703  -0.11
Cl11 -8.1258 2.2471 2.2229  -0.12
Cl12 -8.2208 1.5856 5.0472  -0.08
H27 -8.6630 3.6381 4.0234  0.35
C15 -4.8139 1.4980 7.0053  0.12
Cl13 -5.8830 0.9218 8.2824  -0.12
Cl14 -3.1402 1.5502 7.5580  -0.11
Cl15 -4.9647 0.4955 5.5615  -0.07
H28 -5.1140 2.5041 6.7437  0.18
C16 1.6819 -3.7127 2.5894  -0.04
Cl16 0.3526 -4.8528 2.7367  -0.12
Cl17 3.0961 -4.4762 1.8737  -0.11
Cl18 1.1750 -2.2962 1.6430  0.03
H29 1.9470 -3.3646 3.5787  0.26

The following is a DFT calculation (the ωB97M-V functional and the def2-TZVPD basis) of 7 unconnected molecules or ions with the total composition C16H29ClN3O7S at a distorted geometry.

## Properties
HOMO-LUMO gap = 7.99 eV
LUMO level = 2.324 eV
Charge = -1

Each line ends with the Mulliken charge.
Cartesian coordinates (Å):
Cl1 -0.6030 -1.1702 0.1070  1.68
O1 -0.7163 -2.4669 -0.5541  -0.78
O2 -0.1589 -1.2576 1.4769  -0.71
O3 0.4525 -0.4273 -0.5988  -0.73
O4 -1.8414 -0.4168 0.0977  -0.64
C1 -0.0717 2.3583 2.3297  -0.32
O5 0.4214 3.2862 3.2597  -0.57
H1 -0.9881 1.9688 2.7731  0.31
H2 -0.2834 2.7198 1.3234  0.04
H3 0.6041 1.5159 2.1820  0.22
H4 1.2017 3.6877 2.8705  0.30
C2 -0.7679 2.3115 -2.3295  -0.07
O6 -1.7496 3.3256 -2.4786  -0.54
H5 -0.5755 2.0233 -1.2960  0.03
H6 -1.0367 1.4457 -2.9347  -0.05
H7 0.2114 2.6887 -2.6241  0.33
H8 -1.3388 4.1613 -2.2452  0.30
N1 -2.3863 -2.7190 -3.0503  0.16
C3 -3.2858 -3.4574 -3.7198  -0.58
C4 -3.7623 -2.7142 -4.7767  -0.52
C5 -3.1760 -1.4327 -4.6868  -0.45
C6 -2.2333 -1.5365 -3.6397  -0.10
H9 -1.9599 -3.0060 -2.1809  0.26
H10 -3.4504 -4.4234 -3.2657  0.37
H11 -4.4534 -2.9678 -5.5669  0.37
H12 -3.3664 -0.5663 -5.3027  0.39
H13 -1.6585 -0.7528 -3.1688  0.15
N2 3.1205 0.0775 0.7106  0.31
C7 4.2111 -0.7325 0.5038  -0.33
C8 5.3468 -0.0078 0.7173  -0.69
C9 4.9306 1.1777 1.3765  -0.58
C10 3.5723 1.2479 1.2418  -0.22
H14 2.2116 -0.2675 0.4370  0.29
H15 4.1722 -1.7419 0.1218  0.33
H16 6.3656 -0.3428 0.5901  0.40
H17 5.5045 2.0163 1.7425  0.36
H18 2.8333 1.9705 1.5551  0.24
N3 2.0447 -3.9679 0.7123  0.21
C11 2.4977 -5.1105 0.1145  -0.36
C12 3.6567 -5.5656 0.6638  -0.74
C13 3.9572 -4.5915 1.6298  -0.28
C14 2.9165 -3.6352 1.6905  -0.74
H19 1.2336 -3.4194 0.4646  0.27
H20 1.9191 -5.5071 -0.7066  0.39
H21 4.2962 -6.3850 0.3704  0.38
H22 4.8151 -4.5468 2.2843  0.41
H23 2.9192 -2.7510 2.3107  0.46
C15 -3.7248 5.2719 2.4488  -0.91
S1 -3.2634 3.5725 2.9248  0.60
O7 -4.5663 2.8939 3.3911  -0.69
C16 -3.1620 2.9603 1.1491  -0.90
H24 -2.8705 5.8374 2.0766  0.32
H25 -3.9913 5.6911 3.4190  0.33
H26 -4.5521 5.2181 1.7411  0.28
H27 -3.0874 1.8737 1.1074  0.25
H28 -2.2873 3.3705 0.6443  0.25
H29 -4.0471 3.2152 0.5663  0.48

The following is a DFT calculation (the ωB97M-V functional and the def2-TZVPD basis) of a molecular structure, C16H29CoF9NO7 at a distorted geometry.

## Properties
HOMO-LUMO gap (alpha / beta) = 7.93 / 7.69 eV
2S+1 = 4
LUMO level (alpha / beta) = 2.424 / 2.423 eV
Charge = -1

Each line ends with the Mulliken charge.
Cartesian coordinates (Å):
Co1 -0.1577 0.3480 1.4105  1.20
C1 -2.2766 2.3138 0.9604  0.15
O1 -2.0130 1.8593 -0.4122  0.08
O2 -1.3045 1.9448 1.7216  -0.95
C2 -2.4721 3.8410 0.9967  0.66
F1 -3.6515 4.2168 0.4220  -0.29
F2 -2.5390 4.2676 2.2716  -0.29
F3 -1.5077 4.5484 0.3896  -0.23
C3 -2.9497 2.1568 -1.4239  -0.51
C4 -2.6161 1.3348 -2.6684  -1.03
H1 -3.5383 1.1262 -3.2198  0.41
H2 -1.9879 1.8578 -3.3950  0.27
H3 -2.1416 0.3900 -2.4053  0.16
H4 -2.9685 3.2229 -1.6713  0.34
H5 -3.9710 1.8932 -1.1116  0.34
H6 -3.2627 1.8763 1.2394  0.18
C5 -1.1761 -2.5135 2.3411  -0.26
O3 -1.1415 -3.3851 1.1743  -0.17
O4 -1.1295 -1.2807 1.9762  -0.85
C6 -2.4516 -2.8061 3.1407  0.57
F4 -3.5619 -2.7753 2.4010  -0.27
F5 -2.4004 -4.0331 3.7374  -0.30
F6 -2.6222 -1.9431 4.1494  -0.25
C7 -0.9670 -4.7597 1.3796  -0.33
C8 -0.6385 -5.4228 0.0457  -1.11
H7 -0.2256 -6.4202 0.1995  0.39
H8 -1.5459 -5.5089 -0.5566  0.27
H9 0.0671 -4.8169 -0.5230  0.20
H10 -1.8600 -5.2481 1.7910  0.29
H11 -0.1689 -4.9629 2.1124  0.33
H12 -0.3047 -2.7780 2.9837  0.31
C9 2.2615 1.2463 2.3577  0.21
O5 1.6994 1.7986 1.1599  0.15
O6 1.3516 0.4093 2.8135  -0.92
C10 3.6142 0.5777 2.1194  0.72
F7 4.5532 1.4606 1.6789  -0.32
F8 4.0981 0.0670 3.2574  -0.29
F9 3.5832 -0.4058 1.2067  -0.22
C11 2.3979 2.7342 0.3597  -0.47
C12 1.3710 3.4444 -0.5149  -0.97
H13 0.8380 4.1809 0.0811  0.34
H14 1.8725 3.9886 -1.3248  0.41
H15 0.6651 2.7635 -0.9824  -0.03
H16 3.1596 2.2476 -0.2596  0.27
H17 2.8997 3.4778 0.9871  0.41
H18 2.4371 2.0834 3.0681  0.19
C13 1.5868 -2.0550 -0.4842  -1.76
C14 1.3858 -0.6443 -1.0317  1.39
C15 1.5076 -0.6375 -2.5285  -1.37
O7 1.4011 0.7210 -2.9423  -0.12
C16 1.7784 0.9168 -4.2780  -0.89
N1 0.0633 -0.1481 -0.6081  0.36
H19 2.5626 -2.4241 -0.8170  0.57
H20 0.8296 -2.7172 -0.9079  0.30
H21 1.5657 -2.0716 0.6022  0.27
H22 2.1695 -0.0015 -0.6392  -0.58
H23 0.6548 -1.1670 -2.9817  0.37
H24 2.4585 -1.0715 -2.8534  0.54
H25 2.7917 0.5463 -4.4606  0.32
H26 1.7081 1.9797 -4.5069  0.24
H27 1.0715 0.4252 -4.9667  0.31
H28 -0.6363 -0.8666 -0.8123  0.41
H29 -0.2160 0.5981 -1.2480  -0.14

The following is a DFT calculation (the ωB97M-V functional and the def2-TZVPD basis) of a molecular structure, C16H29CoN2O3STe.

## Properties
HOMO-LUMO gap (alpha / beta) = 8.85 / 6.24 eV
2S+1 = 5
LUMO level (alpha / beta) = -4.875 / -7.929 eV
Charge = +2

Each line ends with the Mulliken charge.
Cartesian coordinates (Å):
Co1 0.7191 0.5309 -1.2419  1.12
C1 -1.6116 -1.2426 -2.4603  -0.89
O1 -1.1758 0.0872 -2.1131  -0.18
C2 -2.2280 0.9000 -1.5765  -0.63
C3 -1.7090 2.3081 -1.5388  -0.62
O2 -0.4310 2.2472 -0.8836  -0.13
C4 0.2617 3.5016 -0.7609  -0.68
C5 1.5843 3.1908 -0.1164  -0.52
O3 2.1261 2.0674 -0.8205  -0.33
C6 3.5208 1.8286 -0.5321  -0.84
H1 -2.3101 -1.1850 -3.2940  0.28
H2 -2.0919 -1.7126 -1.6009  0.34
H3 -0.7270 -1.8031 -2.7473  0.29
H4 -2.4952 0.5392 -0.5795  0.41
H5 -3.1085 0.8499 -2.2196  0.46
H6 -2.3880 2.9534 -0.9797  0.34
H7 -1.5761 2.7137 -2.5449  0.38
H8 -0.3173 4.1850 -0.1385  0.33
H9 0.3868 3.9388 -1.7548  0.41
H10 1.4714 2.9385 0.9408  0.32
H11 2.2526 4.0486 -0.2070  0.48
H12 4.1150 2.6499 -0.9288  0.30
H13 3.7968 0.9014 -1.0247  0.29
H14 3.6660 1.7428 0.5452  0.33
C7 -2.2259 -2.3335 5.6365  -1.44
C8 -1.4249 -2.1056 4.3887  0.46
C9 -0.7827 -3.1576 3.7419  -0.98
C10 -0.0327 -2.9743 2.5940  0.79
C11 0.6368 -4.1814 1.9831  -1.82
C12 0.0684 -1.6583 2.0675  0.19
Te1 1.2503 -1.4924 0.3868  0.31
C13 -0.5642 -0.5691 2.7145  0.92
C14 -0.4281 0.8662 2.2899  -0.71
C15 -1.2983 -0.8237 3.8565  -0.86
H15 -2.2696 -3.3873 5.9012  0.37
H16 -3.2451 -1.9645 5.5116  0.37
H17 -1.7874 -1.7872 6.4736  0.35
H18 -0.8727 -4.1574 4.1490  0.31
H19 0.3244 -5.0822 2.5059  0.38
H20 1.7237 -4.1142 2.0643  0.39
H21 0.3897 -4.3125 0.9301  0.40
H22 -0.1301 0.9674 1.2501  -0.39
H23 0.3273 1.3667 2.9013  0.45
H24 -1.3678 1.4005 2.4308  0.46
H25 -1.7799 0.0055 4.3642  0.47
N1 1.0463 1.2598 -4.7918  -0.40
C16 1.5273 0.0432 -4.5442  0.85
N2 1.7009 -0.7863 -5.5620  -0.41
S1 1.9749 -0.5029 -2.9725  -0.47
H26 0.8579 1.5793 -5.7294  0.23
H27 1.0307 1.9401 -4.0525  0.10
H28 1.5491 -0.5102 -6.5202  0.21
H29 2.0712 -1.7077 -5.3910  0.23

The following is a DFT calculation (the ωB97M-V functional and the def2-TZVPD basis) of a molecular structure, C16H29CuN4NbO2 at a distorted geometry.

## Properties
HOMO-LUMO gap (alpha / beta) = 6.87 / 8.24 eV
2S+1 = 2
LUMO level (alpha / beta) = -7.020 / -7.057 eV
Charge = +2

Each line ends with the Mulliken charge.
Cartesian coordinates (Å):
N1 -0.1004 -1.1447 -1.6136  -0.10
C1 -0.2648 -1.4877 -2.8021  0.48
O1 -0.4648 -1.4909 -3.9652  -0.42
Cu1 1.0805 -2.3552 -0.4786  0.47
Nb1 0.2374 -0.0390 0.0961  0.55
N2 2.1660 0.4191 -0.0507  0.48
N3 -0.2640 -1.3505 1.5195  0.94
C2 2.7674 1.1906 -1.1450  1.21
C3 -1.2494 -2.3931 1.8730  0.88
C4 3.4879 0.2266 -2.0866  -1.41
C5 3.7614 2.1848 -0.5473  -1.65
C6 1.6828 1.9463 -1.9079  -1.69
C7 -0.5955 -3.2963 2.9115  -1.63
C8 -2.5398 -1.7969 2.4615  -1.45
C9 -1.6112 -3.1775 0.6202  -1.47
H1 4.2585 -0.3463 -1.5577  0.36
H2 3.9523 0.8233 -2.8870  0.45
H3 2.7783 -0.4857 -2.5296  0.25
H4 3.2738 2.8039 0.2153  0.38
H5 4.1263 2.8310 -1.3570  0.46
H6 4.6086 1.6682 -0.0826  0.41
H7 0.9387 1.2682 -2.3612  0.30
H8 2.1750 2.4986 -2.7249  0.55
H9 1.1625 2.6744 -1.2646  0.35
H10 0.3711 -3.6364 2.5305  0.34
H11 -1.2396 -4.1657 3.0797  0.47
H12 -0.4451 -2.7734 3.8630  0.40
H13 -2.3693 -1.2563 3.4025  0.41
H14 -3.2454 -2.6198 2.6662  0.47
H15 -3.0281 -1.1132 1.7541  0.25
H16 -2.0429 -2.5242 -0.1507  0.23
H17 -2.3379 -3.9618 0.8968  0.54
H18 -0.7062 -3.6574 0.2084  0.25
C10 0.1642 -0.4802 2.6366  -1.30
H19 0.5594 0.5004 2.2767  0.48
H20 -0.6385 -0.2585 3.3478  0.41
H21 0.9538 -0.9668 3.2129  0.40
C11 3.1045 -0.2494 0.8770  -1.24
H22 3.4600 0.4600 1.6396  0.31
H23 2.5735 -1.0585 1.3897  0.42
H24 3.9298 -0.7022 0.3072  0.38
O2 -1.2316 1.2032 -0.2129  -0.67
N4 -2.5788 1.4128 -0.5131  0.19
C12 -3.4118 1.6163 0.5315  -0.06
C13 -4.7649 1.3984 0.2947  -0.68
C14 -5.1989 1.0274 -0.9903  -0.06
C15 -4.2858 0.9149 -2.0371  -0.89
C16 -2.9674 1.2443 -1.7868  0.03
H25 -2.9788 1.9362 1.4828  0.45
H26 -5.4567 1.4593 1.1388  0.43
H27 -6.2632 0.8455 -1.1622  0.43
H28 -4.6073 0.7756 -3.0718  0.44
H29 -2.1940 1.1302 -2.5344  0.50

The following is a DFT calculation (the ωB97M-V functional and the def2-TZVPD basis) of a molecular structure, C16H29ErN2S at a distorted geometry.

## Properties
HOMO-LUMO gap (alpha / beta) = 7.85 / 7.94 eV
2S+1 = 4
LUMO level (alpha / beta) = -6.793 / -6.719 eV
Charge = +2

Each line ends with the Mulliken charge.
Cartesian coordinates (Å):
C1 1.3933 -1.4156 -1.7739  0.12
H1 1.6798 -1.9304 -2.6915  0.70
H2 1.8563 -0.4093 -1.8115  -0.13
H3 0.1842 -1.3263 -1.9409  -0.07
C2 1.8622 -2.2371 -0.5786  -0.37
H4 2.0029 -1.6002 0.3264  0.25
H5 1.1059 -2.9883 -0.3133  0.52
C3 3.1953 -2.9551 -0.8786  -1.46
H6 3.5031 -3.5918 -0.0429  0.41
H7 3.1182 -3.5823 -1.7707  0.41
H8 3.9983 -2.2378 -1.0618  0.34
C4 -0.3815 1.6355 1.1334  -0.27
C5 0.8281 1.0203 1.6126  0.48
C6 1.8065 1.1135 0.5714  1.04
C7 1.1989 1.7621 -0.5597  0.16
C8 -0.1483 2.0854 -0.2117  0.90
C9 -1.0894 2.8986 -1.0322  -1.32
C10 1.8895 2.1485 -1.8233  -1.56
C11 3.2501 0.7607 0.6876  -1.16
C12 1.0883 0.5487 3.0015  -1.90
C13 -1.5845 1.9867 1.9530  -1.09
Er1 0.0209 -0.4265 -0.3239  0.18
H9 1.1770 2.1907 -2.6582  0.48
H10 2.3646 3.1405 -1.7413  0.31
H11 2.6883 1.4385 -2.0787  0.37
H12 -0.7270 2.9964 -2.0613  0.36
H13 -2.0860 2.4380 -1.0812  0.34
H14 -1.2121 3.9144 -0.6232  0.34
H15 -1.6574 1.3695 2.8603  0.39
H16 -1.5439 3.0418 2.2742  0.33
H17 -2.5292 1.8698 1.3953  0.41
H18 1.9324 -0.1508 3.0349  0.39
H19 1.3371 1.3911 3.6676  0.34
H20 0.2157 0.0357 3.4264  0.41
H21 3.6233 0.2328 -0.2043  0.29
H22 3.8710 1.6651 0.8066  0.34
H23 3.4317 0.1249 1.5641  0.29
S1 -1.7908 -0.0503 -2.2577  -0.28
C14 -2.7219 -0.7874 -1.0358  0.48
N1 -3.8592 -1.4485 -1.2173  -0.10
C15 -4.4179 -2.0390 -0.0018  -0.48
C16 -3.3594 -1.7488 1.0403  -0.40
N2 -2.3107 -0.9489 0.3131  -0.13
H24 -4.3678 -1.4200 -2.0982  0.27
H25 -4.5886 -3.1124 -0.1358  0.31
H26 -5.3806 -1.5585 0.2201  0.35
H27 -2.8953 -2.6540 1.4362  0.33
H28 -3.7577 -1.1427 1.8566  0.25
H29 -2.2136 -0.0468 0.8275  -0.14